# 1
Here is 2 unconnected molecules or ions with the total composition C2H4N3O from the OMol25 dataset. Energies are from the ωB97M-V functional and the def2-TZVPD basis.

XYZ file:
```
10
Properties=species:S:1:pos:R:3:forces:R:3
H 2.22013 -0.35271 -2.29113 2.2 -1.8 0.3
O 0.71296 0.23278 -1.03786 1.0 -1.1 0.7
N -1.21448 0.46298 1.52397 -0.5 4.8 3.0
N -0.54816 -0.49968 1.13936 3.1 -4.5 -1.5
N -2.35911 0.84578 1.38617 -0.4 -3.6 -2.4
H 0.91503 -2.14195 1.12422 0.4 0.2 -0.5
C 1.38769 0.20115 -2.04464 -2.6 1.3 0.9
H -2.54375 1.63505 1.94168 0.3 1.8 1.1
C 0.40694 -1.19341 1.06271 -3.1 1.5 0.3
H 1.02274 0.81002 -2.80449 -0.4 1.4 -2.0
```
Positions in Å, forces in eV/Å.

Values from the calculation:
Molar mass ... 86.1 Da
Frontier orbital gap ... 8.01 eV
ΔE to the lowest compared entry with this formula, charge and spin ... 139.5 kcal per mole
Net charge ... +1
Highest occupied orbital energy ... -14.64 eV
Spin multiplicity ... 1

Atomic partial charges in e from the Löwdin method, atoms 1 to 8: 0.08 -0.02 0.00 0.07 0.25 0.14 -0.02 0.09

***

# 2
Here is a single C2H4N3P molecule from the OMol25 dataset. Energies are from the ωB97M-V functional and the def2-TZVPD basis.

XYZ file:
```
10
Properties=species:S:1:pos:R:3:forces:R:3
C -0.90294 -0.31916 -0.51773 0.4 -1.4 -1.7
H -0.99542 1.78967 0.13229 -1.0 -1.2 -0.3
P 2.23254 -1.03981 -0.07390 -0.4 -0.1 -0.1
H -1.89039 -2.10223 -0.46178 0.1 0.6 0.3
N 0.76476 1.36112 0.10068 1.7 -0.5 0.6
H -1.68527 -1.15850 0.98199 -0.8 -0.8 2.7
C -0.40717 0.85609 -0.01045 -0.3 1.9 0.5
H 2.53508 1.33129 -0.14935 1.8 -0.1 -0.2
N 1.94424 0.54099 -0.03189 -2.0 1.0 -0.1
N -1.59542 -1.25946 0.03014 0.4 0.5 -1.7
```
Positions in Å, forces in eV/Å.

Values from the calculation:
Molar mass ... 101.0 Da
Frontier orbital gap ... 6.83 eV
ΔE to the lowest compared entry with this formula, charge and spin ... 105.8 kcal per mole
Net charge ... 0
Highest occupied orbital energy ... -7.00 eV
Spin multiplicity ... 1

Atomic partial charges in e from the Löwdin method, atoms 1 to 8: -0.14 0.12 0.61 0.12 -0.07 0.08 -0.30 0.03

***

# 3
Here is a molecular structure, C2H4N4 from the OMol25 dataset. Energies are from the ωB97M-V functional and the def2-TZVPD basis.

XYZ file:
```
10
Properties=species:S:1:pos:R:3:forces:R:3
N 1.97897 0.17379 0.10750 1.2 -1.0 0.8
H 1.68145 -2.07941 0.37712 0.7 0.7 0.1
N 0.81162 0.58919 -0.49011 -1.1 3.3 -2.1
C 1.45456 -1.01989 0.22779 -2.0 0.2 0.6
N -0.26149 1.32316 0.28539 1.6 -1.4 0.9
H -2.63959 -0.48861 -1.59076 0.3 0.2 0.4
H -1.56642 -0.13460 1.04017 -2.1 -1.4 2.1
N 0.14504 -0.61608 -0.25796 1.0 -2.1 -0.7
H -0.70960 2.17639 -0.01974 0.4 -0.1 -0.8
C -0.89456 0.07604 0.32061 0.0 1.6 -1.3
```
Positions in Å, forces in eV/Å.

Values from the calculation:
Molar mass ... 84.1 Da
Frontier orbital gap (spin up / spin down) ... 10.39 / 6.65 eV
ΔE to the lowest compared entry with this formula, charge and spin ... 234.4 kcal per mole
Net charge ... 0
Highest occupied orbital energy (spin up / spin down) ... -9.80 / -6.94 eV
Spin multiplicity ... 1

Atomic partial charges in e from the Löwdin method, atoms 1 to 8: 0.08 0.11 -0.11 -0.09 0.09 0.02 0.04 -0.06

***

# 4
Here is a molecular structure, C2H4N4 from the OMol25 dataset. Energies are from the ωB97M-V functional and the def2-TZVPD basis.

XYZ file:
```
10
Properties=species:S:1:pos:R:3:forces:R:3
C 1.66426 -0.63500 0.04878 -0.3 0.7 0.3
N -1.64240 -0.14361 -0.31418 -0.2 0.0 0.2
C -0.35984 0.09888 0.10320 -0.1 -0.6 -0.1
N 1.99594 0.63452 0.02394 -1.7 0.4 0.4
H -0.40194 2.09666 0.09534 1.8 -0.7 -0.1
N 0.38657 -1.00907 0.15694 0.0 -0.4 -0.5
H 2.38760 -1.48944 -0.03034 -0.1 1.4 0.1
H -2.42964 0.35162 0.06381 0.0 0.2 0.1
N 0.21730 1.26787 0.28882 0.9 -1.2 -0.6
H -1.76522 -1.14256 -0.41901 -0.3 0.2 0.1
```
Positions in Å, forces in eV/Å.

Values from the calculation:
Molar mass ... 84.1 Da
Frontier orbital gap ... 9.08 eV
ΔE to the lowest compared entry with this formula, charge and spin ... 58.2 kcal per mole
Net charge ... 0
Highest occupied orbital energy ... -9.29 eV
Spin multiplicity ... 1

Atomic partial charges in e from the Löwdin method, atoms 1 to 8: -0.33 0.13 -0.58 0.17 0.13 0.04 0.13 0.09

***

# 5
Here is a single C2H4N4 molecule from the OMol25 dataset. Energies are from the ωB97M-V functional and the def2-TZVPD basis.

XYZ file:
```
10
Properties=species:S:1:pos:R:3:forces:R:3
H 2.55201 0.88042 0.11924 -1.1 -1.1 -0.3
C 0.68245 0.03465 -0.04616 -3.6 -1.2 1.1
H -2.05578 -1.35291 -0.18977 -0.3 0.3 0.0
H 2.51397 -0.82238 0.37869 -1.3 1.3 -0.9
C -1.35481 0.69292 -0.03492 -2.2 -1.3 1.0
H -2.39931 1.11747 0.01518 1.8 0.5 -0.2
N 2.02764 0.00051 -0.07165 3.0 0.4 0.9
N -0.01105 -1.10977 -0.01062 -1.2 1.2 0.0
N -0.14765 1.16556 0.03838 1.2 0.3 -0.9
N -1.37990 -0.65459 0.06720 3.6 -0.5 -0.7
```
Positions in Å, forces in eV/Å.

Values from the calculation:
Molar mass ... 84.1 Da
Frontier orbital gap ... 9.78 eV
ΔE to the lowest compared entry with this formula, charge and spin ... 14.5 kcal per mole
Net charge ... 0
Highest occupied orbital energy ... -8.69 eV
Spin multiplicity ... 1
SMILES ... Nc1nc[nH]n1

Atomic partial charges in e from the Löwdin method, atoms 1 to 8: 0.11 -0.51 0.13 0.12 -0.24 0.14 0.09 0.07

***

# 6
Here is a single C2H4N4 molecule from the OMol25 dataset. Energies are from the ωB97M-V functional and the def2-TZVPD basis.

XYZ file:
```
10
Properties=species:S:1:pos:R:3:forces:R:3
H 1.02324 0.88840 -1.70828 -0.3 0.0 0.2
C 0.08255 -0.07056 -0.06856 -0.5 -0.2 0.1
N 0.47687 1.08504 -0.86420 0.0 0.1 -0.1
H 1.42439 -1.49105 1.06552 -0.1 0.1 -0.1
H -0.60904 1.21017 -1.03324 1.2 0.7 -0.4
C 0.46690 -1.12669 0.72308 0.1 0.0 0.0
N -0.69194 -1.73452 1.06664 0.1 -0.1 0.1
H 0.92592 1.85380 -0.35737 -0.3 -0.2 -0.1
N -1.70833 -1.08498 0.51726 0.1 -0.3 0.2
N -1.25402 -0.07369 -0.17351 -0.2 -0.2 0.1
```
Positions in Å, forces in eV/Å.

Values from the calculation:
Molar mass ... 84.1 Da
Frontier orbital gap ... 9.02 eV
ΔE to the lowest compared entry with this formula, charge and spin ... 71.4 kcal per mole
Net charge ... 0
Highest occupied orbital energy ... -9.20 eV
Spin multiplicity ... 1

Atomic partial charges in e from the Löwdin method, atoms 1 to 8: 0.16 -0.40 0.18 0.08 0.17 -0.15 -0.05 0.16

***

# 7
Here is 2 unconnected molecules or ions with the total composition C2H4N4 from the OMol25 dataset. Energies are from the ωB97M-V functional and the def2-TZVPD basis.

XYZ file:
```
10
Properties=species:S:1:pos:R:3:forces:R:3
C 0.91999 -0.44353 -0.20745 -1.2 -0.2 -0.7
H -1.78275 -1.44116 -0.07123 0.1 0.9 -0.9
N -0.65293 1.07401 0.52560 -0.2 -3.0 -2.4
N -0.37710 -0.15513 -0.22381 0.1 3.0 2.6
N -1.37170 -0.78078 -0.78247 -6.7 0.5 -1.1
H 1.24344 -1.42658 -0.44629 0.5 -0.2 -0.6
H -2.39081 0.28579 -0.83576 3.6 -4.0 0.2
N 0.47191 1.46747 0.81948 2.5 1.6 0.4
H 2.47015 0.77290 0.89055 -1.6 -0.2 -1.7
C 1.46979 0.64701 0.33139 3.0 1.7 4.1
```
Positions in Å, forces in eV/Å.

Values from the calculation:
Molar mass ... 84.1 Da
Frontier orbital gap ... 9.38 eV
ΔE to the lowest compared entry with this formula, charge and spin ... 114.4 kcal per mole
Net charge ... 0
Highest occupied orbital energy ... -9.14 eV
Spin multiplicity ... 1

Atomic partial charges in e from the Löwdin method, atoms 1 to 8: -0.09 0.08 0.05 -0.32 0.00 0.12 0.27 -0.05

***

# 8
Here is a single C2H4N4 molecule from the OMol25 dataset. Energies are from the ωB97M-V functional and the def2-TZVPD basis.

XYZ file:
```
10
Properties=species:S:1:pos:R:3:forces:R:3
H -2.06301 0.76611 0.10524 -0.1 0.0 0.3
N 1.66899 -0.77898 -0.58466 0.4 0.0 0.6
H 0.07980 -2.02781 -0.10611 0.3 0.1 -0.2
C -0.20990 0.00245 0.30097 0.3 0.0 -0.6
H -1.50024 -0.29616 -0.97613 -1.0 -0.1 0.1
H 0.65184 2.05395 0.50259 -0.1 -0.2 -0.4
N -1.58718 -0.12291 0.02503 -0.2 0.2 0.2
N 1.81934 0.49641 -0.40249 0.4 -0.2 0.5
C 0.71179 1.01848 0.19282 0.0 0.0 -0.1
N 0.47648 -1.09812 -0.07143 -0.1 0.0 -0.3
```
Positions in Å, forces in eV/Å.

Values from the calculation:
Molar mass ... 84.1 Da
Frontier orbital gap ... 9.75 eV
ΔE to the lowest compared entry with this formula, charge and spin ... 44.1 kcal per mole
Net charge ... 0
Highest occupied orbital energy ... -9.09 eV
Spin multiplicity ... 1
SMILES ... Nc1cnn[nH]1

Atomic partial charges in e from the Löwdin method, atoms 1 to 8: 0.08 -0.02 0.16 -0.37 0.10 0.10 0.08 -0.02